DFT (ωB97M-V with the def2-TZVPD basis set) results for C20H13AgClIN4O as an isolated structure.

**LUMO energy**: -1.4563 eV
**Electronic energy**: -1969.0510 hartree
**Orbital gap**: 5.32 eV
**Relative energy (zero: lowest compared OMol25 entry of this formula, charge and spin)**: 0.096 eV
**Charge**: 0

CARTESIAN COORDINATES (ANGSTROEM)
Ag (0.78431, -0.16310, -0.74573)
Cl (-5.67616, -1.85579, -3.35667)
C (-3.96496, -1.65727, -3.09015)
C (-3.07542, -2.33378, -3.87488)
C (-1.69525, -2.19695, -3.68420)
I (-0.39443, -3.26168, -4.90886)
C (-1.13656, -1.37506, -2.70080)
O (0.12286, -1.24861, -2.53280)
C (-2.10587, -0.66837, -1.86918)
N (-1.60398, 0.12825, -0.89501)
C (-2.41815, 0.79842, -0.11580)
C (-3.81474, 0.73241, -0.23796)
C (-4.35118, -0.06756, -1.20694)
C (-3.50344, -0.80275, -2.06235)
H (-3.44106, -2.98666, -4.65578)
H (-1.96329, 1.42231, 0.64639)
H (-4.44246, 1.30758, 0.42841)
H (-5.42182, -0.15061, -1.33371)
C (2.60643, 4.91155, 0.67428)
C (2.77407, 4.29678, 1.91102)
C (2.56291, 2.93816, 2.05224)
C (2.17921, 2.19487, 0.93805)
C (2.00838, 2.80314, -0.29795)
C (2.22406, 4.16651, -0.42972)
N (1.93243, 0.78846, 0.98728)
N (2.16863, 0.24737, 2.07246)
C (1.90435, -1.15414, 2.13543)
C (2.40479, -1.81792, 3.24547)
C (2.17659, -3.18173, 3.33406)
C (1.45825, -3.80782, 2.32760)
C (0.98778, -3.04566, 1.26730)
N (1.20704, -1.73903, 1.17540)
H (2.77364, 5.97612, 0.57640)
H (3.06892, 4.88538, 2.76958)
H (2.68645, 2.44804, 3.00656)
H (1.70991, 2.20201, -1.15063)
H (2.09259, 4.64188, -1.39210)
H (2.95337, -1.26824, 3.99624)
H (2.55260, -3.74684, 4.17626)
H (1.25534, -4.86896, 2.35759)
H (0.41386, -3.49071, 0.46318)

Atom charges from the Löwdin analysis, given in e for atoms 1 to 8: 0.757, 0.661, -0.627, -0.190, -0.665, 0.878, -0.488, -0.239



DFT (ωB97M-V with the def2-TZVPD basis set) results for a single C20H13BrF2N2O3 molecule at a distorted geometry.

**LUMO energy**: 0.4232 eV
**Electronic energy**: -3878.9409 hartree
**Orbital gap**: 9.09 eV
**SMILES**: O=C1CN(C(=O)c2ccc(Br)o2)[C@@H](c2ccc(F)cc2)c2cc(F)ccc2N1
**Charge**: 0

CARTESIAN COORDINATES (ANGSTROEM)
O (-0.49305, 3.89709, 2.63278)
C (-0.55557, 2.95954, 1.86771)
N (-1.37893, 1.91333, 2.18314)
C (-1.54520, 0.59321, 1.76684)
C (-2.67233, -0.07166, 2.25817)
C (-2.90208, -1.40353, 1.98518)
C (-1.97219, -2.08998, 1.22489)
C (-0.84772, -1.46215, 0.72697)
C (-0.62828, -0.11578, 0.98139)
C (0.57213, 0.56855, 0.37368)
N (0.13397, 1.80796, -0.25852)
C (-0.53574, 1.89674, -1.44042)
O (-0.97990, 2.96328, -1.83893)
C (-0.73720, 0.71437, -2.29375)
C (-1.41953, 0.72408, -3.48748)
C (-1.40823, -0.59522, -3.98165)
C (-0.71808, -1.31424, -3.04995)
O (-0.30626, -0.54719, -2.03228)
Br (-0.26917, -3.12185, -2.96686)
H (-1.84287, -0.96541, -4.88635)
H (-1.86668, 1.58567, -3.93776)
C (0.18036, 3.00159, 0.54774)
H (1.21167, 3.30931, 0.74782)
H (-0.29185, 3.79779, -0.04312)
C (1.69613, 0.83596, 1.35677)
C (2.88952, 1.35643, 0.86263)
C (3.95031, 1.62290, 1.70557)
C (3.80793, 1.35234, 3.05562)
C (2.64144, 0.82022, 3.57050)
C (1.58609, 0.56328, 2.71234)
H (0.67903, 0.13632, 3.11104)
H (2.56543, 0.61377, 4.62587)
F (4.83665, 1.60509, 3.88506)
H (4.87676, 2.02993, 1.33325)
H (2.98466, 1.55824, -0.19452)
H (0.99013, -0.08159, -0.40119)
H (-0.13851, -2.03105, 0.14698)
F (-2.16590, -3.39551, 0.96231)
H (-3.77650, -1.91019, 2.35957)
H (-3.37761, 0.47437, 2.86698)
H (-1.93802, 2.14266, 2.99968)

Atom charges from the Löwdin analysis, given in e for atoms 1 to 8: 0.081, -0.433, 0.162, -0.186, -0.006, 0.002, -0.266, 0.051



DFT (ωB97M-V with the def2-TZVPD basis set) results for C20H13Cl3N3O6ReS2 as an isolated structure at a distorted geometry.

**LUMO energy (spin up / spin down)**: -5.5968 / -5.3812 eV
**Electronic energy**: -3640.5793 hartree
**2S+1**: 2
**Orbital gap (spin up / spin down)**: 6.32 / 6.55 eV
**Relative energy (zero: lowest compared OMol25 entry of this formula, charge and spin)**: 0.000 eV
**Charge**: +1

CARTESIAN COORDINATES (ANGSTROEM)
Re (0.03562, 0.66512, 0.14556)
O (3.05002, -0.41413, 2.65080)
S (2.37517, -0.32567, 1.40815)
O (1.21450, -1.20154, 1.18889)
O (1.77677, 1.07758, 1.14161)
C (3.52861, -0.57545, 0.09312)
C (4.82859, -0.81004, 0.49954)
C (5.82822, -1.04294, -0.44114)
C (5.52994, -1.03267, -1.78380)
C (4.22749, -0.78878, -2.21138)
C (3.21911, -0.56022, -1.29202)
S (1.61898, -0.30409, -2.00322)
O (1.73215, -0.32026, -3.41202)
O (1.14106, 1.07320, -1.48828)
O (0.63763, -1.18163, -1.33107)
H (5.05385, -0.81057, 1.55609)
H (6.83959, -1.23120, -0.10757)
H (6.30482, -1.21523, -2.51593)
H (3.98926, -0.77313, -3.26505)
C (-3.72520, -3.58068, -0.59236)
C (-2.45794, -3.41687, -0.06141)
C (-1.85233, -2.16678, -0.07069)
C (-2.53456, -1.09068, -0.61086)
C (-3.81351, -1.23817, -1.13384)
C (-4.40126, -2.48858, -1.12800)
N (-1.90517, 0.22561, -0.56911)
N (-2.64816, 1.18391, -0.89540)
C (-2.05465, 2.42784, -0.64276)
C (-2.74267, 3.58343, -0.97928)
C (-2.14522, 4.80176, -0.70275)
C (-0.87597, 4.85991, -0.11883)
C (-0.17870, 3.70080, 0.17961)
C (-0.78209, 2.45876, -0.05659)
H (-4.18998, -4.55770, -0.59320)
H (-1.92360, -4.26112, 0.35378)
H (-0.85816, -2.05865, 0.33766)
H (-4.33589, -0.38702, -1.54479)
H (-5.39310, -2.61219, -1.54087)
H (-3.71747, 3.51388, -1.44322)
H (-2.66170, 5.71845, -0.95324)
H (-0.42239, 5.82271, 0.07652)
H (0.81518, 3.75681, 0.60614)
Cl (-2.74080, -0.02290, 5.02233)
C (-1.44314, -0.92082, 4.26017)
Cl (0.03554, -0.85785, 5.18330)
Cl (-1.91612, -2.57002, 3.88563)
C (-1.16206, -0.25984, 2.95403)
N (-0.90026, 0.20762, 1.94576)

Atom charges from the Löwdin analysis, given in e for atoms 1 to 8: 1.632, -0.229, 0.573, -0.372, -0.434, -0.221, -0.028, -0.026



DFT (ωB97M-V with the def2-TZVPD basis set) results for C20H13IN3O4RuS as an isolated structure.

**LUMO energy (spin up / spin down)**: -3.6604 / -6.0712 eV
**Electronic energy**: -2025.7091 hartree
**2S+1**: 5
**Orbital gap (spin up / spin down)**: 8.11 / 5.67 eV
**Relative energy (zero: lowest compared OMol25 entry of this formula, charge and spin)**: 0.000 eV
**Charge**: +1

CARTESIAN COORDINATES (ANGSTROEM)
Ru (0.45901, -0.54814, -0.83672)
I (-1.63764, -2.08032, -2.15840)
C (-2.28010, -2.63592, -0.24557)
C (-3.39846, -3.40896, -0.13607)
C (-3.85838, -3.78631, 1.14251)
C (-3.18455, -3.38288, 2.25655)
C (-2.01880, -2.58442, 2.15459)
C (-1.31885, -2.17676, 3.31509)
C (-0.18488, -1.41892, 3.22707)
C (0.29878, -1.03428, 1.96271)
C (-0.35602, -1.40236, 0.80397)
C (-1.53929, -2.19132, 0.87569)
H (-3.93429, -3.73314, -1.01738)
H (-4.74555, -4.39771, 1.22615)
H (-3.52876, -3.67037, 3.24147)
H (-1.69690, -2.48711, 4.28062)
H (0.35426, -1.12587, 4.11714)
H (1.21557, -0.45228, 1.91215)
O (-1.35147, 4.65814, -2.96525)
C (-1.72550, 4.52287, -1.70792)
O (-2.35728, 5.34900, -1.10887)
C (-1.33861, 3.25543, -1.00236)
C (-1.67855, 3.00657, 0.31656)
N (-1.18125, 1.80924, 0.64871)
N (-0.54377, 1.25596, -0.38934)
C (-0.63114, 2.11813, -1.40300)
C (0.00690, 1.67969, -2.69141)
O (-0.00522, 2.41449, -3.65902)
O (0.53467, 0.49643, -2.63841)
H (-0.84462, 3.87990, -3.30388)
H (-2.23311, 3.62128, 1.00538)
H (-1.24921, 1.30768, 1.52147)
S (2.12577, -2.08686, -1.13334)
C (3.27059, -0.76409, -0.92689)
C (4.63295, -0.84981, -1.15628)
C (5.38546, 0.29949, -0.96803)
C (4.76184, 1.47375, -0.56824)
C (3.39271, 1.46609, -0.36525)
N (2.66529, 0.36335, -0.53268)
H (5.07996, -1.77965, -1.47640)
H (6.45338, 0.27911, -1.13808)
H (5.32528, 2.38304, -0.41963)
H (2.85977, 2.35783, -0.05946)

Atom charges from the Löwdin analysis, given in e for atoms 1 to 8: 1.145, 1.140, -0.613, -0.126, -0.045, -0.008, -0.155, -0.004



Please write out number 2 again, unchanged.
DFT (ωB97M-V with the def2-TZVPD basis set) results for a single C20H13BrF2N2O3 molecule at a distorted geometry.

**LUMO energy**: 0.4232 eV
**Electronic energy**: -3878.9409 hartree
**Orbital gap**: 9.09 eV
**SMILES**: O=C1CN(C(=O)c2ccc(Br)o2)[C@@H](c2ccc(F)cc2)c2cc(F)ccc2N1
**Charge**: 0

CARTESIAN COORDINATES (ANGSTROEM)
O (-0.49305, 3.89709, 2.63278)
C (-0.55557, 2.95954, 1.86771)
N (-1.37893, 1.91333, 2.18314)
C (-1.54520, 0.59321, 1.76684)
C (-2.67233, -0.07166, 2.25817)
C (-2.90208, -1.40353, 1.98518)
C (-1.97219, -2.08998, 1.22489)
C (-0.84772, -1.46215, 0.72697)
C (-0.62828, -0.11578, 0.98139)
C (0.57213, 0.56855, 0.37368)
N (0.13397, 1.80796, -0.25852)
C (-0.53574, 1.89674, -1.44042)
O (-0.97990, 2.96328, -1.83893)
C (-0.73720, 0.71437, -2.29375)
C (-1.41953, 0.72408, -3.48748)
C (-1.40823, -0.59522, -3.98165)
C (-0.71808, -1.31424, -3.04995)
O (-0.30626, -0.54719, -2.03228)
Br (-0.26917, -3.12185, -2.96686)
H (-1.84287, -0.96541, -4.88635)
H (-1.86668, 1.58567, -3.93776)
C (0.18036, 3.00159, 0.54774)
H (1.21167, 3.30931, 0.74782)
H (-0.29185, 3.79779, -0.04312)
C (1.69613, 0.83596, 1.35677)
C (2.88952, 1.35643, 0.86263)
C (3.95031, 1.62290, 1.70557)
C (3.80793, 1.35234, 3.05562)
C (2.64144, 0.82022, 3.57050)
C (1.58609, 0.56328, 2.71234)
H (0.67903, 0.13632, 3.11104)
H (2.56543, 0.61377, 4.62587)
F (4.83665, 1.60509, 3.88506)
H (4.87676, 2.02993, 1.33325)
H (2.98466, 1.55824, -0.19452)
H (0.99013, -0.08159, -0.40119)
H (-0.13851, -2.03105, 0.14698)
F (-2.16590, -3.39551, 0.96231)
H (-3.77650, -1.91019, 2.35957)
H (-3.37761, 0.47437, 2.86698)
H (-1.93802, 2.14266, 2.99968)

Atom charges from the Löwdin analysis, given in e for atoms 1 to 8: 0.081, -0.433, 0.162, -0.186, -0.006, 0.002, -0.266, 0.051